[1]
{
  "formula": "C34H100N4O14",
  "method": "ωB97M-V/def2-TZVPD",
  "species": ["O", "O", "O", "O", "O", "O", "O", "O", "O", "O", "O", "O", "O", "O", "N", "N", "N", "N", "C", "C", "C", "C", "C", "C", "C", "C", "C", "C", "C", "C", "C", "C", "C", "C", "C", "C", "C", "C", "C", "C", "C", "C", "C", "C", "C", "C", "C", "C", "C", "C", "C", "C", "H", "H", "H", "H", "H", "H", "H", "H", "H", "H", "H", "H", "H", "H", "H", "H", "H", "H", "H", "H", "H", "H", "H", "H", "H", "H", "H", "H", "H", "H", "H", "H", "H", "H", "H", "H", "H", "H", "H", "H", "H", "H", "H", "H", "H", "H", "H", "H", "H", "H", "H", "H", "H", "H", "H", "H", "H", "H", "H", "H", "H", "H", "H", "H", "H", "H", "H", "H", "H", "H", "H", "H", "H", "H", "H", "H", "H", "H", "H", "H", "H", "H", "H", "H", "H", "H", "H", "H", "H", "H", "H", "H", "H", "H", "H", "H", "H", "H", "H", "H"],
  "coordinates": [[-3.219078, -2.413488, 5.360919], [-3.230587, -4.560277, 0.580138], [4.707084, 4.816409, 4.546491], [1.768120, 4.645268, -1.859869], [-1.191740, 7.281316, -2.578205], [1.614672, 0.512710, -5.212503], [1.595685, -5.562072, 5.204934], [7.415384, 2.898264, -1.344010], [-0.553334, -4.620153, 0.180156], [5.637826, -3.355502, 0.461209], [-2.336402, 0.383883, -2.969218], [-3.419431, 3.165199, 2.274958], [-0.074283, -1.274211, 1.263787], [-3.075309, -2.019523, -4.113930], [-0.704726, 1.701172, -0.637021], [-4.297129, 1.546950, -0.076350], [-5.219831, -3.921834, -1.759914], [5.189756, 0.842952, 0.669141], [-1.752057, -3.495161, 6.812954], [2.743022, 3.632687, 4.136047], [3.910181, 4.424916, 3.477560], [-2.208665, 5.161894, -2.126131], [-0.977687, -0.205017, 0.890114], [-2.207505, 2.373855, -4.349415], [-3.015768, -6.653039, 1.877796], [-3.549068, -3.090043, -3.272890], [4.286812, -3.154623, 0.000637], [-4.507952, 3.417762, 1.461503], [6.879656, 3.926779, -2.190705], [5.601148, 1.464600, -0.573409], [2.370063, 0.175964, -4.093608], [4.279022, 2.065573, -1.049781], [-0.871529, 6.020342, -2.143386], [-0.645285, -2.078192, 2.251541], [2.469690, 5.048296, -0.753213], [-3.492281, -5.212697, 1.853917], [1.972689, -5.556783, 2.802739], [-4.233922, 2.988645, 0.012815], [-2.239770, 3.929705, 2.081841], [0.879781, 1.463049, 1.112121], [6.706010, 2.500800, -0.250781], [-2.335271, -2.426972, -5.345473], [-0.008827, -4.040963, -0.925098], [3.470958, -2.260973, 1.013197], [1.687306, -0.975613, -3.421393], [-2.198389, -3.441089, 5.390829], [-1.483101, 1.166008, -3.748259], [-5.227041, 3.515879, -1.038434], [-4.668155, -2.684202, -2.317762], [1.000295, -5.252791, 3.992517], [0.018059, 0.727218, 0.171889], [-4.271058, -1.752445, -1.149084], [-1.825784, 3.880961, 3.088992], [-0.553333, -3.201323, -1.357085], [3.744851, -4.090359, -0.136387], [-1.126343, 1.257582, -1.440489], [-1.431243, 3.002316, -4.785944], [0.068931, -4.727993, -1.767733], [-1.930983, -6.756179, 1.904321], [0.026271, -5.723730, 3.859891], [-2.904726, 5.283003, -2.956141], [2.229525, -6.615227, 2.760036], [-1.149344, 0.603755, -4.620379], [-0.531571, 1.446561, -3.296605], [-1.760139, -0.578967, 0.229792], [0.696495, -0.788315, -3.007508], [2.045613, 3.224579, 3.404486], [-1.776311, -1.589139, -5.762226], [2.223182, -1.414546, -2.579807], [-4.569205, -5.259613, 2.015626], [-5.084518, 3.145310, -2.053546], [-0.997350, -1.403167, 3.031586], [3.470184, 1.348486, -1.190036], [0.268940, 2.187314, 1.651033], [1.593400, -1.830499, -4.091062], [-2.676375, 5.401390, -1.171155], [-6.272085, 3.289865, -0.826563], [3.296806, 2.885959, 4.705106], [5.413624, 5.342188, 4.164433], [5.942695, 0.318777, 1.091530], [-2.867872, -1.558978, 5.621790], [-0.929684, -4.200804, 6.930761], [3.378828, -1.215106, 0.720306], [-5.002474, -1.830152, -0.344659], [-3.686230, 1.351753, -0.856604], [-2.953103, 2.099272, -5.095605], [-3.934754, 1.054409, 0.727510], [-5.458250, 3.035274, 1.833971], [-5.121101, -4.568983, -2.529049], [-4.726675, 4.478069, 1.588087], [-0.168942, 5.627549, -2.878359], [-1.678411, 3.405060, 1.308712], [-1.404581, -2.524160, 7.165824], [-1.925540, 4.109501, -2.105980], [-5.313829, -2.184335, -3.039797], [0.183025, -2.688663, 2.611165], [2.233416, 4.450157, 0.126836], [-1.482055, -2.693936, 1.921726], [4.471195, 3.888529, 2.712269], [7.648162, 4.471785, -2.738856], [4.447411, 2.539113, -2.017000], [-2.675805, -3.423154, -2.712038], [3.538053, 5.032353, -0.968714], [-1.481294, -2.952210, -4.917769], [-2.588242, -0.426560, -3.417943], [1.283868, 0.871523, 1.933650], [6.066164, 4.556152, -1.829842], [0.892605, -4.169500, 3.937941], [-3.265530, -7.356673, 2.671914], [3.405066, -0.046703, -4.353008], [1.723037, 1.428524, -5.479247], [2.040745, -6.407006, 5.106925], [1.003616, -3.672254, -0.760387], [-0.075139, 2.333082, -1.110751], [1.480465, -5.338547, 1.855012], [1.740075, 2.032634, 0.760609], [2.468493, 1.037308, -3.432936], [-0.407493, 7.834992, -2.578667], [-2.774853, 2.979818, -3.642998], [-3.326127, -7.249527, 1.019906], [4.457622, 0.149084, 0.617881], [-3.231362, 3.269113, -0.310135], [2.173415, 3.958593, 5.006353], [-2.633363, -4.430093, 5.246698], [6.523322, 3.541398, -3.146013], [-2.992301, -4.762621, 2.711558], [-0.425207, -5.571495, 0.168685], [-5.207537, 4.602533, -1.121645], [-3.311020, -2.107887, -0.774773], [-2.446144, 4.983439, 1.894363], [-3.898024, -3.934544, -3.867160], [7.418029, 2.349150, 0.560465], [5.846434, 0.679120, -1.288228], [-4.068370, -0.735238, -1.484205], [3.881494, -2.266532, 2.022913], [-2.992935, -2.920345, -6.061129], [4.205198, -2.816034, -1.032223], [5.559972, -4.268235, 0.748355], [-2.302467, -4.411744, 0.384872], [-1.365549, -3.537597, 4.694299], [3.517927, 5.326250, 3.006556], [6.328115, 3.395771, 0.243518], [2.894165, -4.989205, 2.672975], [-0.316405, 6.055420, -1.205986], [2.164058, 6.085304, -0.614308], [0.720439, 0.161671, -0.440420], [-2.524743, -3.962056, 7.423739], [2.464047, -2.677699, 1.036917], [-4.641562, -4.267834, -1.007604], [1.657228, 5.364672, -2.485774], [3.868088, 2.916070, -0.505814], [-1.498054, 0.282543, 1.714491]],
  "forces_ev_per_a": [[0.349, -1.029, -1.520], [-1.563, -0.450, 1.117], [1.225, 0.327, 0.526], [-0.987, -1.798, -1.540], [-0.774, 2.173, -0.281], [-0.785, 0.071, -1.182], [0.153, -0.201, 0.976], [1.064, 1.403, -2.279], [-0.921, -0.473, 1.636], [-1.143, -0.411, -0.717], [0.226, 0.488, 1.312], [-0.315, -1.092, 1.211], [-1.279, 0.527, -0.268], [-0.238, 0.285, -1.528], [-0.439, 0.306, -0.562], [-0.144, -0.689, -0.397], [-0.372, 0.423, -0.941], [0.764, -0.534, 1.732], [1.135, -0.920, 0.624], [1.195, -1.009, -0.177], [-2.414, 0.679, 0.587], [1.916, 0.367, 1.093], [2.026, -0.352, -1.140], [0.141, 0.233, 0.348], [0.894, -1.547, -0.776], [1.520, 0.427, -0.037], [-0.824, 0.889, 0.880], [-0.211, 1.618, -1.223], [0.171, -0.868, -1.503], [-1.732, -0.182, 1.437], [0.450, 0.550, 0.876], [0.315, 1.387, -1.625], [-0.814, -1.674, -1.106], [0.471, 0.178, 0.544], [0.534, 1.574, 0.309], [0.500, -0.832, -0.430], [-0.966, -0.406, -0.527], [-0.958, 0.073, -0.273], [-0.873, -0.769, 0.662], [0.459, 1.120, 2.569], [-1.047, 0.733, 0.788], [0.188, 0.456, 2.651], [1.560, 0.660, -2.589], [0.088, -0.638, -1.022], [-0.103, -1.290, 0.633], [-0.877, -0.497, 1.348], [-0.606, 0.192, -2.077], [-0.424, 0.872, 0.249], [0.633, 0.458, 0.147], [1.648, 0.889, -1.910], [-0.471, 0.362, -1.031], [0.600, -0.472, -1.039], [0.816, 0.002, -0.310], [-0.521, 0.132, 0.672], [0.198, -0.522, 0.644], [-0.561, -0.553, 0.285], [-0.179, 0.250, -0.290], [-0.012, -0.333, -0.058], [0.370, 0.442, -0.251], [-0.051, -0.175, -0.137], [0.373, 0.539, -0.038], [0.055, -0.170, 0.117], [0.147, -0.336, -0.089], [-0.209, 0.100, 0.688], [0.014, -0.077, -0.316], [-0.119, 0.502, -0.306], [0.204, -0.297, 0.072], [-0.920, 0.580, -0.109], [0.506, 0.383, 0.144], [0.039, 0.664, -0.187], [0.503, -0.311, 0.115], [-0.131, -0.289, 0.523], [0.213, -0.302, 0.142], [-0.216, 0.310, -0.024], [-0.108, 0.130, -0.396], [-0.410, -0.101, -0.183], [0.026, -0.337, 0.429], [-0.075, -1.035, -0.624], [0.261, 0.111, 0.329], [0.398, 0.066, 0.156], [0.389, -0.095, 0.022], [0.422, 0.059, -0.110], [-0.063, -0.219, -0.168], [-0.014, 0.315, -0.179], [0.026, -0.804, -0.128], [0.266, -0.278, -0.202], [0.246, 0.210, 0.202], [0.359, -1.077, 0.220], [-0.463, -0.726, 0.251], [0.112, 0.688, -0.775], [-0.077, -0.671, -0.137], [0.586, 0.594, 0.005], [-0.196, -0.033, 0.266], [-0.009, -0.010, 0.212], [-0.985, 0.055, 0.541], [-0.302, -0.239, 0.212], [-0.067, -0.048, -0.152], [-0.061, -0.103, -0.220], [-0.208, -0.615, 0.102], [0.797, 0.685, 1.406], [-0.095, -0.199, -0.499], [0.175, -0.392, 0.289], [0.276, -0.032, 0.387], [-0.182, -1.216, -0.569], [-0.102, -0.564, -0.316], [0.037, -0.556, -0.212], [0.359, 0.004, 0.711], [-0.425, 0.022, 0.436], [-0.706, 0.787, 0.734], [0.128, -0.430, -0.226], [0.225, -0.014, 0.166], [0.026, -0.109, 0.141], [0.177, 0.095, 0.281], [0.529, 0.428, 0.414], [-0.461, -0.096, -0.073], [-0.093, -0.182, -0.772], [-0.251, 0.106, 0.352], [-0.034, 0.096, 0.004], [0.282, -0.160, 0.316], [-0.157, 0.406, -0.474], [-0.192, 0.416, -0.592], [0.134, 0.636, 0.374], [-0.006, 1.619, -0.502], [-0.995, 0.256, -0.375], [-1.001, -1.130, 0.170], [-0.208, 0.790, -0.154], [0.017, -0.013, -0.054], [0.260, 0.223, 0.077], [0.067, -0.211, 0.305], [-0.090, 0.089, -0.473], [-0.072, 0.051, -0.374], [0.283, -1.720, -0.218], [0.891, 0.381, -0.405], [-0.480, 0.009, 0.123], [0.161, -0.298, -0.120], [0.305, -0.174, 0.160], [0.679, 0.839, 0.038], [0.827, -0.054, 0.287], [0.578, -0.290, 0.517], [0.047, 1.514, -0.479], [-0.195, 0.180, -0.366], [-1.374, 0.308, -0.222], [0.026, 0.242, 1.001], [-0.456, -0.374, 0.450], [0.360, 0.239, 0.949], [-0.325, -0.810, -0.235], [-0.246, 0.729, 0.188], [-0.185, 0.258, 0.207], [0.285, 0.087, 0.274], [0.158, -0.077, 0.181], [0.363, -0.395, 0.796], [0.355, 0.041, 0.465]],
  "mulliken_charge": [-0.5285, -0.3793, -0.5458, -0.4534, -0.5702, -0.5452, -0.5406, -0.4561, -0.4751, -0.5292, -0.0524, -0.3633, 0.3059, -0.5280, 0.7684, -0.5274, -0.7905, -0.5880, -1.2231, -0.8870, 0.1625, -0.1886, -0.4765, -1.3191, -1.2136, -0.7034, -0.5463, -1.1418, -0.7743, 0.7439, -0.2012, -0.4965, -0.0525, -1.2543, -0.4141, 0.2334, -0.8969, 2.1828, -0.1731, -1.5920, -0.8981, -0.9454, -0.0851, 0.9714, -0.4488, 0.6197, 0.4816, -1.6647, 0.4157, 0.4068, 1.8950, -0.4321, 0.2264, -0.2064, 0.4474, -1.0369, 0.4266, 0.5506, 0.1576, 0.1040, 0.4608, 0.4919, 0.2819, -0.0749, -0.4902, -0.0663, 0.0334, 0.2902, 0.0282, 0.3808, 0.2673, 0.5242, -0.0839, 0.2423, 0.4619, 0.2914, 0.4113, 0.3028, 0.2931, 0.2946, 0.3164, 0.3098, -0.9482, 0.3951, -0.0265, 0.3768, 0.2894, 0.3455, 0.3224, 0.4590, 0.0117, -0.2328, 0.4108, -0.4778, 0.3071, -0.0196, 0.1057, 0.5545, 0.0159, 0.3367, 0.4945, 0.0945, 0.0885, 0.3780, 0.2491, 0.4013, 0.2718, -0.1444, 0.4231, 0.3615, 0.3406, 0.3434, -0.0952, 0.1786, -0.0447, -0.0604, 0.0657, 0.3067, -0.0698, 0.3600, -0.1185, -0.8478, 0.3809, 0.2128, 0.2686, -0.1954, 0.2060, 0.3795, -0.2468, 0.3367, 0.5236, 0.4668, 0.3594, 0.0782, 0.4320, 0.2741, 0.2506, 0.3517, 0.3377, -0.3905, 0.2607, 0.3670, 0.3671, 0.2250, 0.4973, -0.4858, 0.2873, -0.3420, 0.3223, 0.2587, -0.3662, 0.4587],
  "e_tot_ev": -71495.2494
}


[2]
{
  "formula": "C4H5NOS2",
  "method": "ωB97M-V/def2-TZVPD",
  "species": ["S", "S", "O", "N", "C", "C", "C", "C", "H", "H", "H", "H", "H"],
  "coordinates": [[0.682464, -1.417660, 2.188796], [-0.841913, -2.391231, -0.204819], [-0.368544, -0.166470, -1.399948], [0.042932, -0.015045, -0.089205], [0.658895, 1.226218, 0.084414], [0.051227, -1.176717, 0.647342], [-1.400129, -1.086855, -1.370660], [1.369850, 1.633237, 1.149093], [1.428063, 0.991451, 1.994339], [-2.344162, -0.654447, -1.054008], [0.448282, 1.911880, -0.770125], [1.779540, 2.626944, 1.275403], [-1.506506, -1.481304, -2.450621]],
  "forces_ev_per_a": [[-0.456, 0.171, -1.405], [-0.229, -0.032, -0.497], [0.114, 0.131, -0.617], [0.507, -0.337, 1.165], [0.588, 1.622, 0.140], [0.385, 0.931, 1.152], [-0.526, -1.521, -2.178], [-0.870, -0.315, -0.492], [0.341, -0.397, 0.429], [-0.121, 0.131, 0.268], [0.268, -0.861, 0.730], [-0.155, -0.010, -0.522], [0.153, 0.488, 1.826]],
  "mulliken_charge": [-0.3608, -0.0866, -0.3017, 0.1670, 0.2054, 0.2470, -0.3056, -0.8288, 0.1272, 0.2876, 0.3230, 0.2436, 0.2826],
  "e_tot_ev": -29434.1897,
  "smiles": "C=CN1OCSC1=S"
}


Which formula does entry 2 have?
C4H5NOS2